Entry from the OMol25 dataset: a structure of composition C11H34NO5PSi2 (wB97M-V/def2-TZVPD).

The geometry in XYZ format:
```
54
Properties=species:S:1:pos:R:3:nbo_charge:R:1
C 2.25251 1.19299 0.01723 -0.598
C 1.01412 0.62214 0.65920 -0.380
C 0.72118 -0.81364 0.21309 -0.880
Si -0.58000 -1.60264 1.32153 1.427
O -1.32042 -0.38351 2.21360 -1.229
Si -1.72443 -0.70241 3.78278 1.129
P 0.09697 -1.23766 4.98981 0.845
N 1.46632 -0.61220 4.47416 -1.282
H 2.37089 2.23587 0.28992 0.209
H 2.21776 1.14749 -1.06432 0.197
H 3.13597 0.67199 0.36545 0.204
H 0.14587 1.24293 0.48141 0.202
H 1.15955 0.62960 1.73491 0.186
H 0.37826 -0.81301 -0.81262 0.234
H 1.63277 -1.40042 0.25891 0.247
H -1.60261 -2.26049 0.47477 -0.209
H -0.03133 -2.65152 2.20691 -0.207
H -2.71408 -1.79772 3.83603 -0.182
H -2.26756 0.53384 4.37297 -0.168
H -0.22918 -0.84021 6.30579 -0.053
H 0.16115 -2.64149 5.12149 -0.051
H 1.30373 -0.05856 3.63855 0.356
C 4.66221 -2.22463 -1.28568 -0.255
O 3.44070 -1.89467 -1.92390 -0.557
C 3.56112 -0.83480 -2.85863 -0.087
C 3.64382 -1.33945 -4.28187 -0.088
O 4.82389 -2.09103 -4.51326 -0.551
C 4.61961 -3.49205 -4.47894 -0.254
H 4.52426 -3.18303 -0.78791 0.191
H 5.48169 -2.31195 -2.00192 0.182
H 4.91898 -1.47120 -0.53266 0.169
H 4.43240 -0.21493 -2.62650 0.177
H 2.66777 -0.21034 -2.76050 0.182
H 3.66704 -0.47951 -4.95839 0.185
H 2.75716 -1.93400 -4.52204 0.173
H 4.11654 -3.83051 -5.39127 0.167
H 4.03119 -3.79377 -3.60970 0.178
H 5.59863 -3.96492 -4.42361 0.191
C -4.14150 3.92600 1.79179 -0.255
O -5.41232 3.47486 1.35853 -0.552
C -5.63017 3.64263 -0.03298 -0.088
C -5.40897 2.35801 -0.80006 -0.088
O -4.05749 1.93376 -0.74215 -0.552
C -3.82400 0.91562 0.21514 -0.256
H -3.98483 3.54608 2.80008 0.189
H -3.34022 3.55854 1.14712 0.180
H -4.11004 5.02074 1.81973 0.167
H -4.98534 4.43250 -0.42984 0.173
H -6.66993 3.95765 -0.16505 0.184
H -5.65369 2.52928 -1.85302 0.184
H -6.07361 1.57536 -0.42185 0.173
H -4.19670 -0.04759 -0.15177 0.167
H -4.29650 1.14507 1.17314 0.178
H -2.74916 0.84090 0.36640 0.194
```

The calculation puts the electronic energy at -48728.1706 eV. For the max |F|, the calculation gives 1.26 eV/Å. The HOMO energy comes out at -8.8 eV. The LUMO energy is 0.46 eV. The HOMO-LUMO gap comes out at 9.245 eV.

Entry from the OMol25 dataset: a cluster of 2 separate species, C2H7N in total (wB97M-V/def2-TZVPD).

The geometry in XYZ format:
```
10
Properties=species:S:1:pos:R:3:mulliken_spin:R:1
C -4.81905 0.12303 -1.03436 0.260
H -3.69743 0.23600 -0.96390 -0.059
H -5.27983 0.02860 -1.98599 -0.048
H -5.28166 0.89002 -0.44054 -0.049
H -5.01983 -0.83828 -0.45528 -0.048
C 5.17928 -0.02025 0.64780 1.533
N 4.28808 -0.82301 1.15870 0.283
H 6.14697 -0.17765 0.11521 -0.387
H 4.94615 0.92746 1.07067 -0.277
H 3.53731 -0.34592 1.88770 -0.209
```

The calculation puts the electronic energy at -3674.0706 eV. The spin multiplicity is 2. As for the total charge: -1. The calculation puts the energy above the lowest of the compared OMol25 structures with the same formula, charge and spin at 115.22 kJ/mol. For the max |F|, the calculation gives 3.56 eV/Å. The HOMO energy (spin up / spin down) comes out at 1.5 / -3.6 eV. The LUMO energy (spin up / spin down) is 2.95 / 2.80 eV. The HOMO-LUMO gap (spin up / spin down) comes out at 1.494 / 6.386 eV.

Entry from the OMol25 dataset: a structure of composition C20H20IrN11O7S2 (wB97M-V/def2-TZVPD).

The geometry in XYZ format:
```
61
Properties=species:S:1:pos:R:3:mulliken_spin:R:1
Ir -0.77630 0.19940 0.38895 0.027
S -2.70111 0.52504 1.78004 0.049
C -3.10751 1.88163 0.82037 -0.020
S -1.77979 2.67280 0.16366 0.284
C -4.44778 2.29540 0.61860 0.294
C -5.52682 1.54479 1.14784 -0.032
N -6.39471 0.91370 1.56928 0.218
C -4.76465 3.43901 -0.15373 -0.030
N -5.03424 4.37474 -0.77068 0.215
O 0.06071 -0.43669 -7.24087 0.000
N 0.97857 -0.78715 -6.53300 0.000
O 1.98411 -1.35318 -6.89723 0.000
C 0.85994 -0.49824 -5.09862 0.000
C -0.28496 0.08222 -4.61787 0.001
C -0.39744 0.33750 -3.26361 -0.004
C 0.66483 0.12022 -2.33650 -0.001
O 0.66004 0.59908 -1.14418 0.000
C 1.78103 -0.58276 -2.89775 0.002
C 1.87792 -0.86729 -4.23910 0.000
N 2.88024 -1.04468 -2.04475 0.000
O 2.70919 -1.06057 -0.84193 0.000
O 3.88884 -1.42167 -2.59504 0.000
N -1.65631 0.85237 -2.80330 -0.008
O -2.38019 1.42900 -3.56528 0.007
O -1.99802 0.64970 -1.62142 0.003
H -1.09909 0.32085 -5.28883 0.000
H 2.74537 -1.38477 -4.62458 0.000
C 2.00489 0.53989 1.48340 0.001
N 0.58017 0.67505 1.95668 -0.017
C 0.40307 -0.20876 3.15975 0.003
N 1.34084 0.14523 4.19289 0.000
C 2.71127 -0.00138 3.68879 0.000
N 2.91985 0.88179 2.54020 0.000
C 2.70490 2.26893 2.95285 0.001
N 1.33349 2.43105 3.44892 0.002
C 0.39388 2.10068 2.41029 0.030
C 1.13335 1.53949 4.59638 0.001
H 2.14795 1.20142 0.63134 0.000
H 2.18118 -0.47655 1.15110 0.000
H 0.56034 -1.24588 2.86248 0.000
H -0.61425 -0.09219 3.53302 -0.002
H 2.87839 -1.03696 3.38859 0.000
H 3.41261 0.26069 4.47922 0.000
H 2.86386 2.93053 2.10062 0.000
H 3.40690 2.52603 3.74430 0.000
H 0.54068 2.76223 1.55947 -0.009
H -0.62142 2.21933 2.79079 -0.016
H 0.11917 1.66138 4.97943 0.000
H 1.84446 1.79623 5.37966 0.000
C -2.75973 -2.30006 -1.01576 0.003
C -1.42089 -2.67090 -0.48475 0.000
N -0.55481 -1.88794 0.14776 0.003
C 0.55197 -2.65515 0.46122 -0.001
C 0.35256 -3.91002 0.00407 0.001
N -0.89218 -3.90163 -0.58487 0.000
H -2.92684 -1.23472 -0.90316 -0.003
H -3.54531 -2.83165 -0.47745 0.000
H -2.83585 -2.56042 -2.07202 0.000
H 1.40902 -2.24861 0.96146 0.000
H 0.97511 -4.78530 0.04126 0.000
H -1.34053 -4.69230 -1.01840 0.000
```

The calculation puts the electronic energy at -76281.3108 eV. The spin multiplicity is 2. As for the total charge: +1. The calculation puts the energy above the lowest of the compared OMol25 structures with the same formula, charge and spin at 136.24 kJ/mol. For the max |F|, the calculation gives 3.57 eV/Å. The HOMO energy (spin up / spin down) comes out at -12.0 / -12.0 eV. The LUMO energy (spin up / spin down) is -4.36 / -6.64 eV. The HOMO-LUMO gap (spin up / spin down) comes out at 7.671 / 5.332 eV.

Entry from the OMol25 dataset: the molecule C18H24N2O5 (wB97M-V/def2-TZVPD).

The geometry in XYZ format:
```
49
Properties=species:S:1:pos:R:3:nbo_charge:R:1
C -3.10224 -1.78541 0.97833 -0.614
C -2.22848 -3.03318 1.00825 -0.387
C -1.26732 -3.11802 -0.17720 -0.386
C -0.23345 -1.99330 -0.20408 -0.409
C 0.79795 -2.22362 -1.30708 -0.392
C 1.78069 -1.06600 -1.48490 -0.408
C 2.86240 -0.97722 -0.40585 0.099
C 3.86222 0.17039 -0.67514 -0.439
C 3.72860 1.10796 0.52394 -0.330
C 3.23928 2.52729 0.17628 -0.481
C 1.86524 2.44354 -0.46925 0.683
O 1.71511 2.35888 -1.66744 -0.606
N 0.84975 2.41901 0.44450 -0.637
C -0.49914 2.16316 0.23678 0.272
C -1.05861 1.99911 -1.03269 -0.276
C -2.40381 1.72520 -1.15963 -0.159
C -3.20227 1.62684 -0.02572 -0.012
N -4.59984 1.33215 -0.16057 0.529
O -5.02430 1.10586 -1.27552 -0.383
O -5.27633 1.32583 0.84731 -0.382
C -2.65664 1.79791 1.24415 -0.154
C -1.31228 2.05875 1.37148 -0.272
C 2.69639 0.41704 1.41285 0.808
O 2.26910 0.85027 2.45062 -0.609
O 2.28695 -0.71773 0.87704 -0.479
H -2.49933 -0.89294 1.12514 0.200
H -3.61925 -1.70575 0.02397 0.201
H -3.84864 -1.82351 1.76818 0.214
H -1.65624 -3.05041 1.93844 0.194
H -2.87007 -3.91730 0.99746 0.199
H -1.84185 -3.10132 -1.10657 0.192
H -0.74285 -4.07594 -0.13142 0.196
H -0.73250 -1.03843 -0.38223 0.196
H 0.26589 -1.93659 0.76335 0.213
H 0.26803 -2.36281 -2.25225 0.205
H 1.35341 -3.14195 -1.10321 0.193
H 2.30241 -1.18712 -2.43655 0.215
H 1.23230 -0.12349 -1.52182 0.216
H 3.36862 -1.94601 -0.32071 0.188
H 4.87590 -0.21374 -0.77254 0.226
H 3.59815 0.68444 -1.59862 0.240
H 4.66210 1.19588 1.08644 0.248
H 3.20520 3.12692 1.08636 0.232
H 3.93166 2.98252 -0.53242 0.243
H 1.11599 2.45625 1.42226 0.426
H -0.43643 2.08579 -1.90758 0.261
H -2.85151 1.58586 -2.13151 0.250
H -3.29728 1.71255 2.10823 0.252
H -0.87267 2.17236 2.35118 0.224
```

The calculation puts the electronic energy at -32272.2377 eV. The calculation puts the energy above the lowest of the compared OMol25 structures with the same formula, charge and spin at 266.80 kJ/mol. For the max |F|, the calculation gives 1.33 eV/Å. The HOMO energy comes out at -9.2 eV. The LUMO energy is -0.43 eV. The HOMO-LUMO gap comes out at 8.775 eV. As for the SMILES: CCCCCC[C@H]1C[C@@H](CC(=O)Nc2ccc([N+](=O)[O-])cc2)C(=O)O1.